DFT (wB97M-V/def2-TZVPD) results for a structure of composition C27H55HgN3O3 at a distorted geometry.

Lowest unoccupied orbital energy, Ha: -0.137
Molecular weight, g mol⁻¹: 670.35
HOMO-LUMO gap, hartree: 0.0755
E_HOMO, eV: -5.8
Energy above the lowest of the compared OMol25 structures with the same formula, charge and spin, eV: 6.454

```
89
C27H55HgN3O3 | OMol25 | wB97M-V/def2-TZVPD
Hg 0.1804 -0.3566 -0.1397
C 4.1856 -4.8258 2.3486
C 3.5739 -3.3592 2.3852
C 4.3185 -2.4809 3.4105
C 5.6669 -2.0002 2.9883
C 5.6181 -1.1509 1.7288
C 4.8819 -2.0052 0.6643
N 3.5627 -2.5078 1.1408
O 2.7746 -3.1036 0.0192
C 5.9388 -2.9806 0.0082
C 4.5113 -0.8656 -0.3925
C 2.1000 -3.4680 2.9532
H 5.2407 -4.8148 2.0752
H 3.6638 -5.3115 1.5241
H 4.0787 -5.3607 3.2924
H 4.5741 -2.9761 4.3473
H 3.7116 -1.6530 3.7768
H 6.3218 -2.8554 2.8215
H 6.1718 -1.4841 3.8050
H 6.6870 -1.0273 1.5547
H 5.0637 -0.2834 2.0870
H 6.5849 -2.4150 -0.6632
H 5.4516 -3.6586 -0.6925
H 6.5171 -3.5828 0.7088
H 3.8332 -0.1570 0.0832
H 4.0359 -1.2063 -1.3122
H 5.3615 -0.3836 -0.8751
H 1.3826 -3.9743 2.3074
H 1.7058 -2.4531 3.0048
H 2.0007 -3.7311 4.0063
C 0.0743 4.8218 0.5002
C -0.7845 4.8630 1.7932
C -2.1479 5.6590 1.2846
C -3.3504 5.5721 2.2190
C -3.5481 4.1726 2.5759
C -2.3683 3.3709 3.2139
N -1.1747 3.5204 2.2854
O -0.0194 2.5682 2.3825
C -2.8093 1.9230 3.4199
C -2.1473 3.9851 4.6326
C -0.0145 5.8395 2.8087
H -0.5527 4.4996 -0.3311
H 0.8238 4.0379 0.3905
H 0.6176 5.7349 0.2570
H -2.6039 5.3327 0.3499
H -1.8642 6.7045 1.1642
H -4.2686 5.9335 1.7559
H -3.3651 6.1918 3.1156
H -3.8497 3.5917 1.7043
H -4.3557 4.0453 3.2968
H -3.6322 1.7921 4.1225
H -2.0744 1.4171 4.0461
H -3.0950 1.3498 2.5378
H -2.9405 3.6627 5.3071
H -2.2812 5.0667 4.6156
H -1.1333 3.7591 4.9625
H 0.5200 6.6637 2.3364
H 0.5737 5.1399 3.4026
H -0.6468 6.3822 3.5115
C -4.5445 -2.3893 -3.7440
C -3.1470 -2.4392 -3.1928
C -2.4553 -3.5379 -3.8792
C -1.8881 -3.2517 -5.2812
C -1.0519 -1.8823 -5.2662
C -1.8462 -0.7113 -4.6576
N -2.2441 -1.2283 -3.2727
O -2.7186 -0.1738 -2.4536
C -0.9135 0.5654 -4.5035
C -2.9690 -0.3195 -5.5971
C -3.3483 -2.7774 -1.7412
H -5.0972 -1.6451 -3.1706
H -5.1643 -3.2690 -3.5702
H -4.7304 -2.3010 -4.8144
H -1.6290 -3.8777 -3.2547
H -3.1413 -4.3692 -4.0414
H -2.7345 -3.0548 -5.9392
H -1.3302 -4.1263 -5.6159
H -0.6511 -1.5459 -6.2224
H -0.1762 -1.9862 -4.6256
H -1.3971 1.4074 -4.0082
H -0.1480 0.1724 -3.8344
H -0.2937 0.9070 -5.3325
H -2.4779 0.1017 -6.4743
H -3.5632 -1.1022 -6.0689
H -3.6076 0.4347 -5.1372
H -3.9721 -2.0115 -1.2803
H -2.4433 -3.0018 -1.1766
H -3.9955 -3.6495 -1.6475
H -3.6016 -0.1062 -2.8242
```

Löwdin population analysis, charges in e, atoms 1 to 4: 0.299 -0.007 -0.442 -0.176

=====

DFT (wB97M-V/def2-TZVPD) results for a cluster of 2 separate species, C3H5ClN2O3 in total at a distorted geometry.

Lowest unoccupied orbital energy (alpha / beta), Ha: 0.018 / -0.064
Molecular weight, g mol⁻¹: 152.54
2S+1: 3
HOMO-LUMO gap (alpha / beta), hartree: 0.2314 / 0.3329
E_HOMO (alpha / beta), eV: -5.8 / -10.8
Energy above the lowest of the compared OMol25 structures with the same formula, charge and spin, eV: 0.000

```
14
C3H5ClN2O3 | OMol25 | wB97M-V/def2-TZVPD
C -1.5780 -2.2743 -0.6806
C 0.1815 0.8426 -0.9847
C -0.7614 0.6125 0.1559
N -1.6828 -2.6513 0.4484
N -0.2687 0.3623 1.3098
O -1.1833 -0.1161 2.1973
O -1.3845 -1.9122 -1.7642
O 0.9043 0.3340 1.6198
Cl -2.4296 0.2844 -0.0380
H 0.2444 1.9193 -1.2224
H -0.1449 0.1566 -1.8115
H 1.1630 0.5566 -0.4615
H -0.9558 0.1692 3.1040
H -2.1323 -2.5319 1.3062
```

natural (NBO) population analysis, charges in e, atoms 1 to 4: 0.867 -0.694 0.106 -0.778

=====

DFT (wB97M-V/def2-TZVPD) results for a cluster of 2 separate species, C4H10O4 in total at a distorted geometry.

Lowest unoccupied orbital energy, Ha: 0.019
Structure (SMILES): CC(=O)C(C)(O)O.O
Molecular weight, g mol⁻¹: 122.12
HOMO-LUMO gap, hartree: 0.3613
E_HOMO, eV: -9.3
Energy above the lowest of the compared OMol25 structures with the same formula, charge and spin, eV: 1.751

```
18
C4H10O4 | OMol25 | wB97M-V/def2-TZVPD
C -1.8010 -0.3715 -0.9601
C -1.0165 0.1979 0.1796
O -1.4636 0.9402 0.9993
C 0.7073 0.1190 0.0278
C 1.1980 1.5742 0.0811
O 1.5856 -0.6675 0.8199
O 0.8757 -0.3755 -1.2740
H -1.3171 -1.2494 -1.3731
H -1.8954 0.3976 -1.7263
H -2.7922 -0.6431 -0.6078
H 1.0582 1.9709 1.0849
H 0.6455 2.1842 -0.6286
H 2.2514 1.6442 -0.1941
H 1.9441 -0.1457 1.5566
H 1.8144 -0.4180 -1.4894
O -0.9767 -1.7515 1.3070
H -0.2355 -1.0451 1.5238
H -0.5820 -2.3608 0.6736
```

natural (NBO) population analysis, charges in e, atoms 1 to 4: -0.717 0.610 -0.570 0.411

=====

DFT (wB97M-V/def2-TZVPD) results for a cluster of 3 separate species, C4H12O3 in total at a distorted geometry.

Lowest unoccupied orbital energy, Ha: 0.012
Structure (SMILES): CC(C)C=O.O.O
Molecular weight, g mol⁻¹: 108.14
HOMO-LUMO gap, hartree: 0.3756
E_HOMO, eV: -9.9
Energy above the lowest of the compared OMol25 structures with the same formula, charge and spin, eV: 1.983

```
19
C4H12O3 | OMol25 | wB97M-V/def2-TZVPD
C 0.0367 -1.5136 -1.3647
C 0.5273 -0.3539 -0.3827
C 0.6259 0.9819 -1.0748
C 1.9379 -0.6615 0.0938
O 2.9194 -0.4054 -0.4954
H -0.1566 -1.1778 -2.3855
H -0.8376 -2.0817 -1.0709
H 0.8327 -2.2071 -1.5925
H -0.2684 -0.1996 0.4925
H -0.2974 1.4718 -1.0840
H 1.3287 0.8416 -2.1028
H 1.2252 1.7075 -0.6215
H 1.8697 -1.1776 1.0725
O -2.0582 2.0705 1.4261
H -1.9733 2.1747 0.5101
H -1.1523 2.3219 1.7430
O -1.6937 -0.9017 2.4309
H -2.0336 -0.1278 1.9641
H -0.8324 -0.7621 2.4420
```

natural (NBO) population analysis, charges in e, atoms 1 to 4: -0.615 -0.340 -0.609 0.466

=====

DFT (wB97M-V/def2-TZVPD) results for a cluster of 2 separate species, ClH2NO2S in total at a distorted geometry.

Lowest unoccupied orbital energy (alpha / beta), Ha: -0.035 / -0.007
Molecular weight, g mol⁻¹: 115.54
HOMO-LUMO gap (alpha / beta), hartree: 0.3113 / 0.3165
E_HOMO (alpha / beta), eV: -9.4 / -8.8
Energy above the lowest of the compared OMol25 structures with the same formula, charge and spin, eV: 2.889

```
7
ClH2NO2S | OMol25 | wB97M-V/def2-TZVPD
N 1.2872 -0.2268 -0.3028
O -0.6401 1.0124 1.1262
O 0.5276 0.2185 -1.2571
S -1.4731 0.8161 -0.0492
Cl -2.5361 -0.9269 0.2273
H 1.3180 -1.3388 -0.0756
H 1.5166 0.4456 0.3311
```

natural (NBO) population analysis, charges in e, atoms 1 to 4: -0.336 -0.847 -0.386 1.093

=====

DFT (wB97M-V/def2-TZVPD) results for a structure of composition C38H34BCl5N6OPReS2 at a distorted geometry.

Total charge: +1
Lowest unoccupied orbital energy (alpha / beta), Ha: -0.102 / -0.116
Molecular weight, g mol⁻¹: 1060.12
2S+1: 2
HOMO-LUMO gap (alpha / beta), hartree: 0.2672 / 0.2444
E_HOMO (alpha / beta), eV: -10.1 / -9.8
Energy above the lowest of the compared OMol25 structures with the same formula, charge and spin, eV: 1.962

```
89
C38H34BCl5N6OPReS2 | OMol25 | wB97M-V/def2-TZVPD
Re 0.3691 -0.2677 -0.1981
Cl 7.0602 2.0442 -1.4999
C 5.3527 1.9346 -1.3413
C 4.7765 0.9071 -0.6101
Cl 5.7483 -0.3106 0.1243
C 3.3968 0.8589 -0.4852
Cl 2.6274 -0.3603 0.4841
C 2.5113 1.7585 -1.0786
O 1.2174 1.6697 -0.9735
C 3.1297 2.7834 -1.8274
Cl 2.0877 3.9087 -2.6054
C 4.5077 2.8766 -1.9481
Cl 5.1975 4.1409 -2.8813
C -1.2490 3.6797 1.1072
N -1.8668 2.7251 2.0211
C -3.0808 2.9034 2.6498
C -3.3269 1.7771 3.3514
N -2.2726 0.9052 3.1622
B -2.3130 -0.5423 3.8195
N -0.9607 -1.2738 3.5662
C 0.1233 -1.1681 4.4060
C 1.1296 -1.9133 3.9013
N 0.6604 -2.4698 2.7302
C 1.4127 -3.3773 1.8728
C -0.6075 -2.0499 2.5459
S -1.5565 -2.6079 1.1850
C -1.3859 1.4994 2.3465
S 0.2026 0.9605 1.9009
H -1.8929 3.8314 0.2410
H -0.2914 3.2894 0.7721
H -1.0988 4.6332 1.6089
H -3.6468 3.8146 2.5567
H -4.1653 1.5152 3.9753
H -3.2012 -1.1615 3.2875
H -2.4479 -0.4127 5.0041
H 0.0885 -0.5543 5.2889
H 2.1339 -2.0854 4.2489
H 2.4734 -3.1642 1.9809
H 1.1122 -3.2363 0.8371
H 1.2271 -4.4138 2.1513
N -1.1041 -1.4550 -2.7844
P 0.5161 -1.0865 -2.3814
C 1.4660 -2.5455 -2.8944
C 2.3851 -3.1096 -2.0143
C 3.1781 -4.1764 -2.4196
C 3.0483 -4.6833 -3.7031
C 2.1365 -4.1185 -4.5886
C 1.3518 -3.0497 -4.1907
C 0.9787 0.0921 -3.6835
C 2.3370 0.3706 -3.8459
C 2.7546 1.2388 -4.8403
C 1.8208 1.8230 -5.6872
C 0.4704 1.5573 -5.5235
C 0.0449 0.7021 -4.5132
C -2.0722 -1.5055 -1.8033
C -3.2082 -2.2050 -1.9074
C -4.2130 -2.1571 -0.8630
C -3.9071 -1.6163 0.3127
C -2.5211 -1.1247 0.5348
N -1.8273 -0.6203 -0.6678
H -1.2794 -2.0653 -3.5702
H 2.4850 -2.6998 -1.0162
H 3.9006 -4.6030 -1.7350
H 3.6646 -5.5144 -4.0208
H 2.0486 -4.5061 -5.5956
H 0.6586 -2.5980 -4.8935
H 3.0631 -0.1031 -3.1922
H 3.8103 1.4477 -4.9661
H 2.1479 2.4898 -6.4748
H -0.2560 2.0085 -6.1878
H -1.0116 0.5047 -4.3788
H -3.3874 -2.8091 -2.7875
H -5.1947 -2.5690 -1.0575
H -4.5840 -1.5993 1.1568
H -2.4623 -0.3804 1.3162
C -2.2634 0.8123 -1.0309
C -3.6946 1.0140 -1.4491
C -4.0838 0.8240 -2.7696
C -5.4182 0.9485 -3.1334
C -6.3696 1.2808 -2.1784
C -5.9828 1.5075 -0.8636
C -4.6505 1.3775 -0.5045
H -2.0642 1.4085 -0.1433
H -1.5855 1.1267 -1.8230
H -3.3405 0.5771 -3.5207
H -5.7113 0.7927 -4.1637
H -7.4112 1.3678 -2.4603
H -6.7192 1.7860 -0.1205
H -4.3520 1.5540 0.5257
```

Löwdin population analysis, charges in e, atoms 1 to 4: 0.706 0.699 -0.714 -0.698

=====

We obtain DFT total energy values of -1604.70256; -912.48667; -459.32446; -385.24889; -1064.68623; -5413.91169 Eh for the records listed above, in that order.